19
Properties=species:S:1:pos:R:3:nbo_charge:R:1 method="wB97M-V/def2-TZVPD" gap_ha=0.30456 charge=0 de_lowest_kj_mol=392.1 energy_ha=-310.90994 homo_energy_ev=-8.46
C 0.30 -0.16 0.19 -0.263
H 1.87 -1.69 -0.03 0.176
C 0.25 0.38 1.62 -0.599
H -2.59 0.96 0.10 0.289
O 0.16 -2.15 -1.06 -0.743
H 1.27 0.29 -1.70 0.228
H -2.49 0.69 -1.61 0.261
H 0.85 1.75 -0.76 0.202
H -1.36 1.88 -0.85 0.194
H -0.04 1.44 1.65 0.211
C 0.78 -1.63 0.08 -0.055
H -0.43 -0.19 2.26 0.219
C -1.10 -0.26 -0.34 0.212
H 0.50 -2.20 0.99 0.157
C 1.21 0.71 -0.69 -0.605
H 2.22 0.73 -0.26 0.216
H -0.78 -1.77 -0.91 0.465
H 1.26 0.30 2.06 0.225
C -1.87 0.91 -0.74 -0.791

19
Properties=species:S:1:pos:R:3:nbo_charge:R:1 method="wB97M-V/def2-TZVPD" gap_ha=0.39587 charge=0 smiles="CCC(C=O)CC" de_lowest_kj_mol=39.9 energy_ha=-311.04409 homo_energy_ev=-9.68
H -3.03 -1.17 1.24 0.216
H -2.04 0.53 -0.11 0.210
H 2.64 0.91 -0.44 0.213
H 1.74 2.35 0.02 0.207
C -1.94 -1.21 1.17 -0.618
C 0.54 0.89 -1.04 -0.383
H -0.23 1.61 -1.32 0.209
H -1.66 -2.27 1.06 0.208
C 0.94 -1.10 0.39 0.453
H 0.65 0.21 -1.89 0.199
H 0.82 -1.90 -0.38 0.099
H -1.51 -0.92 -0.94 0.200
C 0.04 0.09 0.18 -0.332
C 1.86 1.61 -0.77 -0.611
H 2.23 2.12 -1.66 0.212
C -1.42 -0.36 0.00 -0.388
H -1.53 -0.87 2.13 0.211
O 1.75 -1.22 1.28 -0.520
H 0.12 0.71 1.08 0.215

19
Properties=species:S:1:pos:R:3:nbo_charge:R:1 method="wB97M-V/def2-TZVPD" gap_ha=0.30697 charge=0 de_lowest_kj_mol=417.3 energy_ha=-310.90032 homo_energy_ev=-7.38
H -0.54 0.64 -1.48 0.225
H 1.98 -1.49 0.35 0.202
H -1.76 0.16 1.86 0.471
O -2.22 0.89 1.42 -0.681
H 0.42 0.11 1.37 0.188
C 1.68 1.25 0.03 -0.619
C -1.36 -1.00 -0.42 -0.454
C -0.66 0.29 -0.45 -0.371
C 0.63 0.15 0.28 -0.187
H -1.38 -1.54 0.52 0.179
H 2.67 0.82 0.21 0.214
C -1.87 0.87 0.10 0.197
C 1.09 -1.36 -0.25 -0.633
H 0.62 -2.38 -0.20 0.231
H 1.33 -1.26 -1.32 0.204
H -1.53 -1.63 -1.29 0.214
H 1.61 2.15 0.66 0.220
H -2.37 1.73 -0.39 0.196
H 1.65 1.60 -1.02 0.205